Entry 1:
7 unconnected molecules or ions with the total composition C7H25NO6, computed with ωB97M-V/def2-TZVPD.

Positions of all 39 atoms, in Å:
1 H 0.38761 0.80135 -1.60525
2 C -0.48754 -0.44584 1.88672
3 H -1.17238 1.69622 -1.91224
4 H -0.28945 0.62680 2.15021
5 H 1.94717 0.07116 1.03333
6 O -0.62663 -0.71606 -3.37902
7 C -0.70990 -1.36266 2.83919
8 H 1.56651 1.38783 0.40513
9 C 1.33976 -2.56389 0.64167
10 H -2.76691 3.10758 2.11119
11 O 2.36827 0.86015 0.61636
12 O 3.32915 -0.11501 -1.67804
13 O 1.72038 0.52927 -3.70822
14 H 0.02503 3.11596 -0.55961
15 N -0.05876 2.22370 -0.12390
16 H -1.72037 -0.58067 -1.15047
17 H 1.61067 1.45639 -3.48649
18 H -2.95130 -0.59275 1.78048
19 H -3.11514 -0.32410 3.27485
20 H 2.90892 0.22572 -0.86298
21 H -2.68373 1.58020 2.21768
22 O -2.12608 2.38485 2.06182
23 H 1.43049 -2.33538 1.69585
24 H 2.31766 -2.45360 0.15159
25 C 0.35409 -1.71481 -0.09846
26 H -0.72474 2.27182 0.66455
27 H 2.41527 0.25167 -3.04617
28 H 0.33382 -1.94278 -1.18233
29 H -2.11780 0.58226 0.11672
30 C -0.52702 1.18190 -1.10527
31 C -0.41141 -0.77610 0.46036
32 H 1.06453 -3.64997 0.54944
33 H -0.88958 -2.44115 2.64637
34 H -0.66271 -1.35868 -4.13703
35 H -0.75073 -1.09728 3.96021
36 C -1.31690 0.06056 -0.41265
37 H 0.19475 -0.25059 -3.52255
38 O -3.36455 0.03933 2.41859
39 H 4.15958 0.26660 -1.71162

As for the spin multiplicity: 1. As for the largest force on an atom: 0.0562 hartree/bohr. The energy relative to the best compared isomer or geometry (same formula, charge and spin) is 12.04 kcal/mol. As for the HOMO energy: -8.9 eV. As for the frontier orbital gap: 9.5 eV. For the total energy, the calculation gives -21439.217 eV. Its SMILES is C=C/C(=C\C)CCN.O.O.O.O.O.O.

Entry 2:
A molecular structure, C7H26BHgN5O4, computed with ωB97M-V/def2-TZVPD.

Positions of all 44 atoms, in Å:
1 H -1.24128 2.72747 0.34772
2 H -0.32141 1.11024 -4.13860
3 C -1.45850 2.98084 1.38746
4 C 2.67873 -1.79397 0.56519
5 H -2.53064 3.07909 1.53783
6 H 2.92042 2.37940 -3.60420
7 H 2.34645 0.50875 -0.60860
8 O -1.55138 -0.60794 2.56838
9 H 1.70790 3.50232 -3.07935
10 H 1.08032 2.35423 2.67036
11 Hg 1.10434 -0.79659 3.05923
12 H 1.93072 -2.23500 -0.11934
13 C 2.06070 2.16683 -1.73577
14 C -0.94728 1.86410 2.37892
15 H -0.43140 -2.13089 -3.50399
16 O 2.07142 -0.56982 1.22910
17 O 1.50330 2.78567 -0.90906
18 O -0.93629 0.46666 -2.05689
19 N 2.61891 0.89243 -1.52254
20 C -1.87701 0.64219 1.95118
21 B 0.95969 -1.76452 4.98739
22 H -2.96011 -1.70986 1.42759
23 H 3.68796 -1.58197 0.19640
24 H 2.81259 -2.55366 1.39170
25 N 0.02989 0.16281 -4.07885
26 H -1.08607 -1.94298 -2.04454
27 C -2.41503 -1.75578 2.37329
28 N 2.06596 2.55101 -3.09710
29 H -0.10295 -0.45905 -4.88824
30 H 0.77043 1.39105 1.38780
31 C -0.43889 -0.27386 -2.91813
32 H -1.44733 -3.40935 -0.53112
33 H -2.91231 0.88688 2.22084
34 H -4.78405 -1.97057 -0.18489
35 N 0.51516 1.56086 2.37194
36 H 4.41742 -5.35049 -0.57642
37 H -1.72926 -2.62892 2.47878
38 H 2.86825 0.28795 -2.28175
39 H -1.81152 0.60290 0.86670
40 H -3.42971 -4.01583 -0.92049
41 H -0.97375 3.92734 1.54850
42 N -0.34561 -1.63190 -2.65480
43 H -3.24836 -1.86832 3.08466
44 H -1.17045 2.22022 3.42375

As for the spin multiplicity: 1. As for the largest force on an atom: 0.1039 hartree/bohr. As for the HOMO energy: -7.1 eV. As for the frontier orbital gap: 1.8 eV. For the total energy, the calculation gives -28151.913 eV.

Entry 3:
A molecular structure, C7H26HgN2OP2, computed with ωB97M-V/def2-TZVPD.

Positions of all 39 atoms, in Å:
1 N -3.72192 0.80257 1.75200
2 H 2.66177 -1.97556 3.57552
3 C -2.91810 0.14188 0.87901
4 H -2.99004 -1.34598 -0.53687
5 P 0.35862 1.58699 -2.19111
6 H 3.19240 -0.65075 2.48394
7 P 1.27790 -1.79654 1.57452
8 H -2.00190 1.15887 -2.44888
9 H 1.74226 -0.43610 3.50184
10 C 0.86949 0.87142 -3.78089
11 H 0.28334 -0.03707 -3.97395
12 H 1.56357 -3.68937 0.10485
13 H -0.71614 -1.67188 2.94387
14 H 2.34231 2.89604 -1.78477
15 H -4.51888 -1.00407 0.23993
16 C 2.32211 -1.16296 2.91683
17 O -1.70688 0.42101 0.78023
18 Hg 0.74061 0.10778 -0.10216
19 H -4.70443 0.60386 1.83876
20 H -1.70803 2.64172 -1.50759
21 H 0.45666 -1.22444 -1.20567
22 H 0.70700 1.59407 -4.59382
23 H 0.05442 -3.29378 3.03575
24 H 2.37522 -3.96222 1.68096
25 C 2.17098 -3.22389 0.89217
26 H 1.24897 3.72413 -2.94748
27 H 3.12287 -2.90049 0.44840
28 H 0.94725 1.61267 1.66828
29 H 0.86772 3.71301 -1.19200
30 H -3.30858 1.53568 2.30430
31 H 0.82589 2.14266 1.14573
32 C -0.21130 -2.46041 2.36825
33 C 1.29542 3.13285 -2.02127
34 H 1.93384 0.59888 -3.74789
35 H -0.90612 -2.81635 1.59423
36 H 2.46866 0.47029 -0.16163
37 C -1.38079 2.06414 -2.38355
38 N -3.52804 -0.83510 0.14577
39 H -1.50812 2.66642 -3.29560

As for the spin multiplicity: 1. As for the largest force on an atom: 0.0471 hartree/bohr. As for the HOMO energy: -5.2 eV. As for the frontier orbital gap: 5.7 eV. For the total energy, the calculation gives -35457.264 eV.

What did the second record say?
A molecular structure, C7H26BHgN5O4, computed with ωB97M-V/def2-TZVPD.

Positions of all 44 atoms, in Å:
1 H -1.24128 2.72747 0.34772
2 H -0.32141 1.11024 -4.13860
3 C -1.45850 2.98084 1.38746
4 C 2.67873 -1.79397 0.56519
5 H -2.53064 3.07909 1.53783
6 H 2.92042 2.37940 -3.60420
7 H 2.34645 0.50875 -0.60860
8 O -1.55138 -0.60794 2.56838
9 H 1.70790 3.50232 -3.07935
10 H 1.08032 2.35423 2.67036
11 Hg 1.10434 -0.79659 3.05923
12 H 1.93072 -2.23500 -0.11934
13 C 2.06070 2.16683 -1.73577
14 C -0.94728 1.86410 2.37892
15 H -0.43140 -2.13089 -3.50399
16 O 2.07142 -0.56982 1.22910
17 O 1.50330 2.78567 -0.90906
18 O -0.93629 0.46666 -2.05689
19 N 2.61891 0.89243 -1.52254
20 C -1.87701 0.64219 1.95118
21 B 0.95969 -1.76452 4.98739
22 H -2.96011 -1.70986 1.42759
23 H 3.68796 -1.58197 0.19640
24 H 2.81259 -2.55366 1.39170
25 N 0.02989 0.16281 -4.07885
26 H -1.08607 -1.94298 -2.04454
27 C -2.41503 -1.75578 2.37329
28 N 2.06596 2.55101 -3.09710
29 H -0.10295 -0.45905 -4.88824
30 H 0.77043 1.39105 1.38780
31 C -0.43889 -0.27386 -2.91813
32 H -1.44733 -3.40935 -0.53112
33 H -2.91231 0.88688 2.22084
34 H -4.78405 -1.97057 -0.18489
35 N 0.51516 1.56086 2.37194
36 H 4.41742 -5.35049 -0.57642
37 H -1.72926 -2.62892 2.47878
38 H 2.86825 0.28795 -2.28175
39 H -1.81152 0.60290 0.86670
40 H -3.42971 -4.01583 -0.92049
41 H -0.97375 3.92734 1.54850
42 N -0.34561 -1.63190 -2.65480
43 H -3.24836 -1.86832 3.08466
44 H -1.17045 2.22022 3.42375

As for the spin multiplicity: 1. As for the largest force on an atom: 0.1039 hartree/bohr. As for the HOMO energy: -7.1 eV. As for the frontier orbital gap: 1.8 eV. For the total energy, the calculation gives -28151.913 eV.

Q: The highest largest force on an atom belongs to which entry?
A: C7H26BHgN5O4

What did the third record say?
A molecular structure, C7H26HgN2OP2, computed with ωB97M-V/def2-TZVPD.

Positions of all 39 atoms, in Å:
1 N -3.72192 0.80257 1.75200
2 H 2.66177 -1.97556 3.57552
3 C -2.91810 0.14188 0.87901
4 H -2.99004 -1.34598 -0.53687
5 P 0.35862 1.58699 -2.19111
6 H 3.19240 -0.65075 2.48394
7 P 1.27790 -1.79654 1.57452
8 H -2.00190 1.15887 -2.44888
9 H 1.74226 -0.43610 3.50184
10 C 0.86949 0.87142 -3.78089
11 H 0.28334 -0.03707 -3.97395
12 H 1.56357 -3.68937 0.10485
13 H -0.71614 -1.67188 2.94387
14 H 2.34231 2.89604 -1.78477
15 H -4.51888 -1.00407 0.23993
16 C 2.32211 -1.16296 2.91683
17 O -1.70688 0.42101 0.78023
18 Hg 0.74061 0.10778 -0.10216
19 H -4.70443 0.60386 1.83876
20 H -1.70803 2.64172 -1.50759
21 H 0.45666 -1.22444 -1.20567
22 H 0.70700 1.59407 -4.59382
23 H 0.05442 -3.29378 3.03575
24 H 2.37522 -3.96222 1.68096
25 C 2.17098 -3.22389 0.89217
26 H 1.24897 3.72413 -2.94748
27 H 3.12287 -2.90049 0.44840
28 H 0.94725 1.61267 1.66828
29 H 0.86772 3.71301 -1.19200
30 H -3.30858 1.53568 2.30430
31 H 0.82589 2.14266 1.14573
32 C -0.21130 -2.46041 2.36825
33 C 1.29542 3.13285 -2.02127
34 H 1.93384 0.59888 -3.74789
35 H -0.90612 -2.81635 1.59423
36 H 2.46866 0.47029 -0.16163
37 C -1.38079 2.06414 -2.38355
38 N -3.52804 -0.83510 0.14577
39 H -1.50812 2.66642 -3.29560

As for the spin multiplicity: 1. As for the largest force on an atom: 0.0471 hartree/bohr. As for the HOMO energy: -5.2 eV. As for the frontier orbital gap: 5.7 eV. For the total energy, the calculation gives -35457.264 eV.

Q: Among the records above, which one has the highest largest force on an atom?
A: C7H26BHgN5O4